# C8H11PSi2

A single C8H11PSi2 molecule in a non-equilibrium geometry (wB97M-V/def2-TZVPD, the Open Molecules 2025 dataset).

Its HOMO energy is -8.4 eV. The LUMO energy comes out at -0.35 eV. The value obtained for the relative energy (zero: lowest compared OMol25 entry of this formula, charge and spin) is 1.613 eV.

Geometry as ORCA input:
```
! RIJCOSX wB97M-V def2-TZVPD def2/J DEFGRID3
* xyz 0 1
C -2.692 1.080 0.178
C -3.254 -0.092 -0.376
C -1.396 1.151 0.549
C -2.479 -1.239 -0.520
C -0.562 0.112 0.144
C -1.126 -1.097 -0.302
C 0.898 0.188 0.333
C 1.635 -0.835 -0.123
Si 1.475 1.969 0.691
Si 3.396 -1.263 0.012
P -0.201 -2.614 -0.622
H -3.303 1.978 0.414
H -4.278 -0.059 -0.782
H -1.005 2.084 1.072
H -2.919 -2.131 -0.965
H 0.910 2.348 1.901
H 0.999 2.829 -0.524
H 2.978 2.274 0.843
H 3.759 -1.020 1.432
H 3.940 -0.455 -1.184
H 3.461 -2.724 -0.212
H -0.236 -2.483 -1.958
*
```


# C8H12

A single C8H12 molecule in a non-equilibrium geometry (wB97M-V/def2-TZVPD, the Open Molecules 2025 dataset).

Its HOMO energy is -9.5 eV. The LUMO energy comes out at -0.27 eV. The value obtained for the relative energy (zero: lowest compared OMol25 entry of this formula, charge and spin) is 4.565 eV.

Geometry as ORCA input:
```
! RIJCOSX wB97M-V def2-TZVPD def2/J DEFGRID3
* xyz 0 1
C 2.683 -0.296 -0.790
C 1.414 -0.095 -0.577
C 0.396 0.992 -0.439
C 0.298 -1.083 -0.221
C -0.713 -0.019 -0.079
C 0.699 2.085 0.561
C 0.575 -1.992 1.083
C -1.939 -0.036 -0.956
H 0.256 1.562 -1.375
H -0.112 -1.603 -1.109
H -1.124 0.066 0.884
H 0.537 1.855 1.674
H -0.059 2.968 0.338
H 1.745 2.364 0.431
H 0.219 -1.521 1.929
H 1.682 -2.060 1.136
H 0.095 -2.915 0.832
H -2.528 0.879 -0.836
H -2.357 -0.949 -0.486
H -1.768 -0.203 -2.002
*
```


# C8H12

A single C8H12 molecule in a non-equilibrium geometry (wB97M-V/def2-TZVPD, the Open Molecules 2025 dataset).

Its HOMO energy is -8.9 eV. The LUMO energy comes out at 1.06 eV. The value obtained for the relative energy (zero: lowest compared OMol25 entry of this formula, charge and spin) is 2.774 eV. Its SMILES is C1C[C@@H]2C[C@@H]2[C@@H]2C[C@H]12.

Geometry as ORCA input:
```
! RIJCOSX wB97M-V def2-TZVPD def2/J DEFGRID3
* xyz 0 1
C 0.509 1.293 0.441
C -0.816 1.402 -0.330
C -1.484 0.004 -0.295
C -1.564 -0.999 0.788
C -0.611 -1.200 -0.477
C 0.928 -0.858 -0.701
C 1.990 -0.846 0.491
C 1.509 0.384 -0.136
H 0.139 1.089 1.387
H 0.901 2.429 0.429
H -0.753 1.848 -1.343
H -1.446 2.133 0.222
H -2.508 -0.110 -1.006
H -2.537 -1.713 0.824
H -1.440 -0.610 1.805
H -0.989 -1.885 -1.312
H 1.376 -0.988 -1.640
H 1.657 -0.982 1.530
H 2.955 -1.254 0.107
H 2.184 0.863 -0.786
*
```